# 1
The following is a quantum chemistry calculation of one molecule with the formula C21H21N3O3 in a non-equilibrium geometry, from OMol25.

```
! RIJCOSX wB97M-V def2-TZVPD def2/J DEFGRID3
* xyz 0 1
H 0.341 -3.290 -0.093
C 0.556 1.471 1.074
H -0.077 1.778 1.914
N -1.849 -0.248 -1.055
C 3.659 -2.922 0.048
O 5.042 -1.143 -0.104
H -3.392 0.399 -2.288
C -4.189 -0.816 -0.702
C 1.366 -1.430 -0.237
H -3.009 -2.319 0.255
C -3.958 -1.802 0.250
C 2.479 4.468 0.217
H -4.742 -2.881 1.920
C -5.405 -0.149 -0.707
H 2.410 -4.654 0.172
H 6.407 -2.244 0.979
H 2.660 0.293 -0.435
H 3.378 3.394 -1.501
H -2.168 1.637 -0.139
O 1.851 2.376 -0.675
H -6.905 -1.693 1.896
C -3.110 -0.483 -1.704
C 5.797 -2.322 0.064
C 0.127 -0.673 -0.385
H -7.325 0.057 0.209
H 1.998 5.431 0.061
H 2.411 3.073 1.892
C -1.504 0.811 -0.298
C -6.144 -1.448 1.169
N 0.937 2.701 0.404
C -4.930 -2.114 1.182
O 4.930 -3.429 0.169
H -5.592 0.620 -1.443
H 3.506 4.634 0.533
C -0.223 0.586 0.160
H -2.955 -1.327 -2.384
C -6.381 -0.466 0.223
C 1.308 -2.813 -0.089
C 1.713 3.614 1.234
H 1.025 4.198 1.846
C 2.402 3.608 -1.063
H 1.429 0.929 1.469
C 2.455 -3.584 0.057
C 3.726 -1.538 -0.116
H 6.465 -2.459 -0.803
H 1.764 4.090 -1.816
N -0.884 -1.156 -1.099
C 2.601 -0.768 -0.264
*
```

Calculated values
**Frontier orbital gap**: 0.3117 hartree
**Highest occupied orbital energy**: -7.62 eV
**Molecular weight**: 363.4 g mol⁻¹
**Relative energy (zero: lowest compared OMol25 entry of this formula, charge and spin)**: 499.1 kJ/mol

=====

# 2
The following is a quantum chemistry calculation of one molecule with the formula C21H21N5O2S in a non-equilibrium geometry, from OMol25.

```
! RIJCOSX wB97M-V def2-TZVPD def2/J DEFGRID3
* xyz 0 1
H -0.432 -3.059 -2.227
H 0.801 2.869 -1.924
H 2.046 -0.988 3.207
N 0.585 -1.102 -0.617
H 1.518 -0.659 -2.460
C 0.794 -2.542 3.993
H 0.357 -2.471 -3.743
C 1.762 -2.826 -2.042
C -2.889 -0.357 -1.561
N -0.087 -3.505 3.787
H 1.795 -3.482 -1.185
H -3.507 -0.486 -0.698
C -1.329 2.868 -2.072
C 1.342 2.339 1.927
N -1.063 -0.193 -2.886
C 0.428 -2.581 -2.673
C -2.528 2.948 -1.387
C -0.469 -3.731 2.543
H 1.309 4.304 1.066
C 0.000 -3.013 1.456
H -1.322 2.745 -3.146
O -1.120 -0.334 0.662
H -1.185 -4.531 2.411
N 1.081 0.960 1.579
C -2.521 3.102 -0.011
H 2.389 -1.716 0.171
O 3.132 0.559 0.712
H -3.466 2.896 -1.923
H 2.634 -2.892 -2.673
H 2.368 2.403 2.301
H 0.120 0.631 1.596
C -1.323 3.200 0.672
C 1.102 -1.486 -1.896
C 0.911 -1.985 1.673
C 1.324 -1.757 2.982
H -3.454 3.159 0.531
S -3.493 -0.019 -3.109
H -0.348 -3.248 0.461
H 1.089 -2.391 5.023
C 1.493 -1.193 0.527
N -1.953 0.028 -3.736
C -1.512 -0.424 -1.636
C 1.992 0.214 0.943
C -0.661 -0.618 -0.441
C -0.132 2.941 -1.382
H 2.018 3.063 0.026
H -1.334 3.345 1.742
C -0.112 3.125 -0.005
H 0.652 2.617 2.725
C 1.200 3.273 0.717
*
```

Calculated values
**Frontier orbital gap**: 0.3363 hartree
**Highest occupied orbital energy**: -9.19 eV
**Molecular weight**: 407.5 g mol⁻¹
**Relative energy (zero: lowest compared OMol25 entry of this formula, charge and spin)**: 181.1 kJ/mol

=====

# 3
The following is a quantum chemistry calculation of C21H21N6NiS as an isolated structure, from OMol25.

```
! RIJCOSX wB97M-V def2-TZVPD def2/J DEFGRID3
* xyz 1 1
C -0.112 -2.664 0.123
C -0.248 4.244 2.166
C 1.213 -1.144 2.420
H -3.084 2.828 0.838
C 1.374 1.479 -4.946
H 2.027 -1.683 1.950
C 1.385 0.360 -5.764
H -1.412 1.855 -0.548
C -0.387 -3.661 1.096
N 0.351 -2.076 -2.042
C -0.871 0.248 3.596
H -0.184 5.198 1.637
H 1.573 3.208 1.702
C 1.322 -0.713 3.732
N -1.138 2.455 0.212
H 1.098 -1.789 -5.807
H 0.143 4.388 3.172
C -0.061 -4.466 -1.600
N 0.830 0.126 -3.067
C -0.333 -5.389 -0.638
C 0.279 -0.015 4.327
H 0.076 -4.738 -2.637
H 1.083 2.157 -2.919
S 1.299 1.467 -0.280
C 0.152 2.446 0.534
C -0.978 -0.177 2.278
H 1.588 2.464 -5.334
C -0.494 -4.967 0.708
H 2.222 -0.928 4.293
C 0.052 -3.111 -1.215
C 0.833 -0.964 -3.866
H -2.246 4.236 0.181
H 0.355 0.307 5.357
C 1.108 -0.883 -5.219
H -0.527 -3.385 2.131
C 1.093 1.318 -3.600
C 0.062 -0.878 1.682
H -1.888 -0.011 1.715
C -1.680 3.741 2.208
H -2.337 4.515 2.600
N 0.541 -2.205 -3.287
H -1.739 2.875 2.868
N -0.060 -1.333 0.338
H -0.424 -6.435 -0.893
N 0.587 3.248 1.499
Ni 0.490 -0.398 -1.226
H -1.700 0.761 4.068
H 1.608 0.453 -6.818
C -2.128 3.350 0.810
H -0.715 -5.711 1.463
*
```

Calculated values
**Frontier orbital gap (alpha / beta)**: 0.2174 / 0.2173 hartree
**Highest occupied orbital energy (alpha / beta)**: -10.14 / -10.14 eV
**Molecular weight**: 448.2 g mol⁻¹

=====

# 4
The following is a quantum chemistry calculation of C21H21N8SbSe5W as an isolated structure in a non-equilibrium geometry, from OMol25.

```
! RIJCOSX wB97M-V def2-TZVPD def2/J DEFGRID3
* xyz 0 3
H 3.318 -2.480 1.891
Se -0.987 1.163 -0.490
H -3.075 -2.789 0.431
C -0.178 3.580 1.811
C 3.753 -1.180 0.264
N 2.360 0.815 1.739
H 2.585 0.805 6.378
N -3.921 -1.085 1.027
C 1.168 -3.040 -1.414
H -1.262 5.397 1.600
H 3.874 0.390 -1.265
C 1.341 4.375 -0.290
H 2.177 -0.691 3.164
C -0.451 4.789 1.229
H -4.858 -1.208 0.649
C 2.831 1.061 0.444
C 3.504 0.129 -0.281
C 0.647 -3.998 0.728
C 2.317 -0.549 2.096
C 0.984 0.722 4.950
Se -1.440 -1.785 -3.292
Se -1.887 2.444 -4.019
C 0.320 5.181 0.137
W 0.464 0.336 1.210
N 0.804 2.746 1.400
H 1.208 1.688 4.516
C 0.737 -1.824 -0.910
H 1.950 4.639 -1.144
C 0.541 -1.691 6.100
H 3.073 2.570 -0.893
C 1.131 -4.141 -0.575
H -0.119 -2.575 2.142
H -3.093 -1.672 -0.759
Se -4.419 1.160 -2.086
H -0.769 3.217 2.640
H 0.380 -2.650 6.581
C 0.262 -2.745 1.145
C 1.553 3.159 0.371
H 0.112 6.108 -0.381
C 1.590 -5.417 -1.039
C -0.055 -0.056 4.471
N 1.555 -0.962 6.562
C 1.757 0.222 5.989
N 2.506 2.298 -0.108
C 3.164 -1.517 1.425
N 0.352 -1.666 0.356
C -0.288 -1.289 5.063
Se -1.228 0.539 3.016
H 0.576 -4.841 1.400
H 0.706 -0.950 -1.542
N -2.953 -1.801 0.241
H -1.098 -1.925 4.731
H 1.499 -3.109 -2.439
H -3.696 -0.100 0.943
H 4.399 -1.864 -0.269
N 1.969 -6.438 -1.403
Sb -2.217 0.397 -2.766
*
```

Calculated values
**Frontier orbital gap (alpha / beta)**: 0.2145 / 0.1969 hartree
**Highest occupied orbital energy (alpha / beta)**: -7.54 / -7.42 eV
**⟨S²⟩**: 2.04
**Molecular weight**: 1085.9 g mol⁻¹
**Relative energy (zero: lowest compared OMol25 entry of this formula, charge and spin)**: 262.7 kJ/mol

=====

# 5
The following is a quantum chemistry calculation of one molecule with the formula C21H21NO6S2, from OMol25.

```
! RIJCOSX wB97M-V def2-TZVPD def2/J DEFGRID3
* xyz 0 1
H -7.221 -2.063 0.530
C 3.072 -1.345 -0.296
H 0.611 -1.817 1.212
C 1.738 4.319 0.653
C 1.328 2.881 0.621
C -6.803 -2.028 1.541
C 1.923 1.927 1.417
H 1.997 4.652 -0.351
H 1.974 -4.088 -1.902
H -2.676 1.871 0.692
H -0.052 -1.632 -0.428
C 2.014 -2.104 -2.711
O -0.846 -0.540 -2.219
H 0.907 4.937 0.991
C -3.393 -1.092 -0.759
O -6.062 -0.847 1.752
C 2.888 -0.392 -1.279
H 3.172 0.629 -1.079
O -1.744 1.737 -2.260
H -1.038 -1.224 0.974
C -4.309 0.598 1.236
C 0.488 0.193 0.541
C -3.197 0.946 0.502
H -6.195 -2.919 1.718
H -0.864 3.029 -1.676
C 2.349 -0.777 -2.495
S 3.679 -0.834 1.299
O 4.503 0.334 1.155
H -4.689 1.237 2.017
H 2.735 2.208 2.071
S -1.327 0.590 -1.469
H 2.491 -0.106 3.035
C 1.527 0.592 1.379
C -0.084 1.149 -0.299
C -2.743 0.094 -0.491
O 4.214 -1.946 2.025
H -7.616 -1.996 2.265
H 2.182 -0.045 -3.269
H 2.935 -3.378 0.295
C 0.319 2.484 -0.280
C 2.756 -2.672 -0.501
H -5.013 -2.378 -0.251
H 2.586 4.464 1.314
C -0.024 -1.212 0.573
C 2.227 -3.054 -1.723
C -4.982 -0.603 0.977
O -0.204 3.435 -1.068
H -3.010 -1.729 -1.541
H 1.584 -2.398 -3.656
C -4.514 -1.449 -0.028
N 2.231 -0.403 2.103
*
```

Calculated values
**Frontier orbital gap**: 0.3296 hartree
**Highest occupied orbital energy**: -8.59 eV
**Molecular weight**: 447.5 g mol⁻¹

=====

# 6
The following is a quantum chemistry calculation of C21H22BrIrN4O2S4Sb as an isolated structure in a non-equilibrium geometry, from OMol25.

```
! RIJCOSX wB97M-V def2-TZVPD def2/J DEFGRID3
* xyz 0 2
H 1.776 1.309 -0.999
H -2.369 2.148 -3.605
Br 6.769 -2.311 -1.236
C 4.278 -1.540 -0.138
S -0.575 -4.324 0.517
C -2.601 1.606 3.558
H 2.848 2.695 -0.746
C -0.493 4.230 -3.522
C -2.675 0.774 1.315
H 2.257 -2.063 -3.381
C 2.893 -1.253 -0.125
H 4.707 -2.412 -3.376
C -0.300 2.629 -1.652
H 0.110 5.127 -1.180
H 2.443 0.013 3.680
N 1.147 -0.288 1.251
C -1.257 1.183 3.640
C 4.189 -2.129 -2.470
H 4.849 -1.408 0.773
H 3.054 -0.666 1.910
C 2.362 -0.722 1.074
N 0.894 3.180 -1.253
C 4.901 -1.967 -1.274
H 1.052 4.647 0.235
Sb -2.708 -3.557 -0.870
C 1.841 2.310 -0.581
C -0.690 0.584 2.492
C -3.290 1.422 2.391
H 0.578 4.329 -3.381
Ir -0.389 -0.608 -0.068
H 1.652 2.255 0.497
H -3.066 2.060 4.423
O -0.677 1.512 -1.299
H 1.422 0.937 5.701
H -2.821 2.402 -1.920
C 2.128 -1.522 -1.318
H -0.950 5.222 -3.519
N -1.075 3.395 -2.483
C 0.988 4.576 -0.856
C -2.399 2.884 -2.797
O 0.850 -1.439 -1.398
H 1.879 5.040 -1.284
H -4.317 1.746 2.293
C -0.471 1.306 4.801
S -0.198 -2.811 1.674
C 2.835 -1.922 -2.478
S -4.047 -3.279 0.994
H -0.911 1.720 5.699
H -3.032 3.720 -3.095
H -0.666 3.773 -4.501
C 0.683 0.205 2.475
N -1.429 0.342 1.368
C 0.830 0.872 4.798
H -3.204 0.588 0.390
C 1.415 0.340 3.646
S -2.281 -1.218 -1.337
*
```

Calculated values
**Frontier orbital gap (alpha / beta)**: 0.2187 / 0.1839 hartree
**Highest occupied orbital energy (alpha / beta)**: -7.12 / -6.98 eV
**⟨S²⟩**: 1.01
**Molecular weight**: 884.6 g mol⁻¹
**Relative energy (zero: lowest compared OMol25 entry of this formula, charge and spin)**: 126.1 kJ/mol